Here is a 2-piece molecular cluster, C9H14N4 overall from the OMol25 dataset. Energies are from ωB97M-V/def2-TZVPD.

Structure (ORCA input):
```
! RIJCOSX wB97M-V def2-TZVPD def2/J DEFGRID3
* xyz 0 1
C -1.4716 2.4124 -0.5126
C -1.5975 0.9664 -0.0151
C -2.0605 0.9455 1.3925
C -3.1245 0.1537 1.7664
N -3.1261 0.3344 3.1645
C -2.1644 1.0753 3.5588
N -1.5155 1.5144 2.5193
H -0.6262 2.4019 -1.1408
H -0.9671 3.0552 0.4163
H -2.4217 2.8816 -0.7907
H -2.3243 0.3517 -0.5540
H -0.6390 0.4310 0.1060
H -3.9287 -0.2805 1.2973
H -3.8910 0.0882 3.8068
H -1.7582 1.3865 4.5610
C 0.9631 -0.5722 -1.2744
C 2.1238 -1.4545 -1.4882
C 3.4481 -1.5594 -0.7771
N 4.3411 -2.1623 -1.6971
C 3.5799 -2.4595 -2.8468
N 2.3720 -1.7808 -2.8144
H 0.0295 -1.0284 -1.0397
H 0.8496 -0.0608 -2.2530
H 1.1089 0.2646 -0.5550
H 3.5486 -1.3970 0.2295
H 5.2485 -2.4350 -1.5599
H 4.0030 -3.0722 -3.4995
*
```

The SMILES is CCc1c[nH]cn1.Cc1c[nH]cn1. The largest force on an atom is 7.640 eV/Å. The energy relative to the best compared isomer or geometry (same formula, charge and spin) comes out at 66.6 kcal per mole. The HOMO-LUMO gap comes out at 9.0 eV.


Here is a 2-piece molecular cluster, C9H14N4 overall from the OMol25 dataset. Energies are from ωB97M-V/def2-TZVPD.

Structure (ORCA input):
```
! RIJCOSX wB97M-V def2-TZVPD def2/J DEFGRID3
* xyz 0 1
C -0.9879 -1.6060 2.5335
C -1.0985 -0.4554 1.4595
C -1.1486 -1.0369 0.0875
C -2.2300 -1.2562 -0.6997
N -1.7616 -2.0283 -1.7877
C -0.5184 -2.4130 -1.4321
N -0.0803 -1.7801 -0.3583
H 0.0524 -1.7521 2.7847
H -1.5237 -2.5037 2.2443
H -1.5420 -1.2625 3.4088
H -1.9864 0.1479 1.6137
H -0.2855 0.2678 1.6622
H -3.2899 -1.0003 -0.5565
H -2.3705 -2.6751 -2.2761
H 0.1231 -3.1447 -1.9133
C 0.7893 3.5192 0.9943
C 1.3670 2.4264 0.1797
C 0.8944 2.0469 -1.0575
N 1.3279 0.7626 -1.2324
C 2.0762 0.3708 -0.1081
N 2.0659 1.4005 0.7238
H -0.2865 3.3562 1.0956
H 0.7575 4.5041 0.6004
H 1.1626 3.5418 2.0443
H 0.2198 2.4033 -1.8114
H 0.8256 0.1386 -1.8394
H 2.4116 -0.6471 0.0342
*
```

The SMILES is CCc1c[nH]cn1.Cc1c[nH]cn1. The largest force on an atom is 3.127 eV/Å. The energy relative to the best compared isomer or geometry (same formula, charge and spin) comes out at 13.9 kcal per mole. The HOMO-LUMO gap comes out at 8.6 eV.


Here is the molecule C9H14N4OS from the OMol25 dataset. Energies are from ωB97M-V/def2-TZVPD.

Structure (ORCA input):
```
! RIJCOSX wB97M-V def2-TZVPD def2/J DEFGRID3
* xyz 0 1
C -2.5869 -0.4580 -0.1808
C -1.3336 -0.3309 -0.9816
C -1.5174 -1.1650 -2.3091
C -0.9800 1.1093 -1.4244
C 0.0255 -0.8623 -0.2249
N 1.1043 -0.9831 -1.1894
N 2.2702 -0.5865 -0.9888
C 2.5588 0.1292 0.1638
C 3.7586 0.8561 0.4732
C 3.4653 1.4622 1.6792
N 2.2223 1.1678 2.0558
N 1.6557 0.3880 1.1393
C 0.2750 0.0611 0.9934
S 0.0090 -0.9221 2.5503
O -1.3975 -0.1390 3.0406
H -3.4775 -0.4374 -0.8403
H -2.6773 0.3890 0.5460
H -2.6331 -1.3265 0.4340
H -1.2881 -0.6063 -3.1219
H -0.8858 -2.0468 -2.2026
H -2.5033 -1.5025 -2.2960
H -0.9290 1.1277 -2.5595
H -0.0382 1.4426 -0.9596
H -1.8472 1.7999 -1.0922
H -0.2133 -1.9547 0.0724
H 4.7900 0.7861 0.0972
H 4.1307 2.0534 2.2257
H -0.4531 0.8745 0.9157
H -1.5042 -0.3257 3.9846
*
```

The SMILES is CC(C)(C)[C@H]1N=Nc2ccnn2[C@@H]1SO. The largest force on an atom is 4.475 eV/Å. The energy relative to the best compared isomer or geometry (same formula, charge and spin) comes out at 95.5 kcal per mole. The HOMO-LUMO gap comes out at 8.3 eV.


Here is an isolated ion of composition C9H14NO2 and charge -1 from the OMol25 dataset. Energies are from ωB97M-V/def2-TZVPD.

Structure (ORCA input):
```
! RIJCOSX wB97M-V def2-TZVPD def2/J DEFGRID3
* xyz -1 1
C -1.2099 1.8098 2.1955
C -0.4783 1.5563 0.8521
N 0.1914 0.2928 0.8289
O -0.4807 -0.6457 1.4576
C 1.2341 -0.0240 0.0921
C 2.2111 1.0670 -0.2175
C 1.6549 -1.3421 -0.1859
C 0.8964 -2.4406 -0.2211
C -0.4612 -2.5131 -0.4405
C -1.2797 -1.5549 -1.1488
C -1.0444 -0.2995 -1.5921
O -1.7954 0.6022 -2.3149
H -0.5790 2.2063 2.9530
H -2.1970 2.4594 2.0843
H -1.4285 0.7075 2.4319
H -1.2268 1.5996 0.0755
H 0.1663 2.4647 0.6902
H 2.7058 1.5755 0.6264
H 1.7942 1.7955 -0.9297
H 3.0852 0.6595 -0.7618
H 2.7041 -1.4171 -0.0366
H 1.4177 -3.4219 -0.1724
H -1.0776 -3.4567 -0.3131
H -2.3440 -1.8895 -1.3891
H 0.0292 0.0408 -1.6333
H -2.4878 0.1681 -2.9307
*
```

The SMILES is CCN([O-])\C(C)=C/C=C\C=C\O. The largest force on an atom is 3.906 eV/Å. The energy relative to the best compared isomer or geometry (same formula, charge and spin) comes out at 84.9 kcal per mole. The HOMO-LUMO gap comes out at 5.4 eV.


Here is an isolated ion of composition C9H14NOS and charge +1 from the OMol25 dataset. Energies are from ωB97M-V/def2-TZVPD.

Structure (ORCA input):
```
! RIJCOSX wB97M-V def2-TZVPD def2/J DEFGRID3
* xyz 1 1
C 0.3676 -0.7955 -1.6144
N 0.9653 0.0075 -0.4906
C 1.4643 1.3730 -0.8837
C 1.4332 2.1609 0.3881
O 0.2950 1.7046 1.0004
C 0.0744 0.2610 0.7513
C 0.4627 -0.4995 1.9691
C -1.4028 0.1107 0.4777
C -2.2704 -0.8785 0.7611
C -3.5365 -0.6239 0.2665
C -3.6194 0.4910 -0.5384
S -2.0931 1.3270 -0.5304
H -0.4524 -0.2121 -2.0221
H 1.0558 -0.9142 -2.5289
H 0.2138 -1.7931 -1.3280
H 1.6956 -0.6809 -0.1652
H 0.8715 1.7813 -1.7379
H 2.3861 1.4863 -1.5155
H 2.2912 1.9521 1.0314
H 1.2188 3.2314 0.4136
H 1.5233 -0.5645 2.3321
H 0.2678 -1.5443 1.7614
H -0.0387 -0.0444 2.7652
H -2.2260 -1.6835 1.4802
H -4.4328 -1.1759 0.4944
H -4.3739 0.8470 -1.0794
*
```

The SMILES is C[N@H+]1CCO[C@@]1(C)c1cccs1. The largest force on an atom is 5.011 eV/Å. The energy relative to the best compared isomer or geometry (same formula, charge and spin) comes out at 32.9 kcal per mole. The HOMO-LUMO gap comes out at 9.6 eV.


Here is C9H14NP as an isolated structure from the OMol25 dataset. Energies are from ωB97M-V/def2-TZVPD.

Structure (ORCA input):
```
! RIJCOSX wB97M-V def2-TZVPD def2/J DEFGRID3
* xyz 0 1
C 0.9089 1.4956 0.0139
C 1.8219 -1.1082 -0.2994
C -0.0887 2.0907 -0.8365
C -1.4685 1.3149 -0.6109
C 3.0736 1.2696 0.7474
C 0.4772 0.1101 0.3920
C -0.9156 -0.1073 -0.2283
C 1.2883 -2.4596 -0.4448
C -1.8367 -0.7053 0.8170
N 2.0558 2.0353 0.2683
P 3.3186 -0.3447 -0.1716
H -0.2401 3.2207 -0.8006
H 0.3321 1.9245 -1.8048
H -1.9854 1.6037 0.3028
H -2.1183 1.4067 -1.4803
H 3.9674 1.8923 0.7946
H 3.0384 0.9248 1.7952
H 0.3743 -0.0706 1.4130
H -0.8373 -0.7441 -1.0634
H 1.1998 -2.7969 0.5801
H 2.0254 -3.1860 -0.9147
H 0.2525 -2.3921 -0.9376
H -2.8323 -1.1598 0.5747
H -1.7233 -0.1097 1.7410
H -1.4332 -1.5775 1.1864
*
```

The largest force on an atom is 5.283 eV/Å. The energy relative to the best compared isomer or geometry (same formula, charge and spin) comes out at 36.4 kcal per mole. The HOMO-LUMO gap comes out at 9.0 eV.


Here is a 2-piece molecular cluster, C9H14O overall from the OMol25 dataset. Energies are from ωB97M-V/def2-TZVPD.

Structure (ORCA input):
```
! RIJCOSX wB97M-V def2-TZVPD def2/J DEFGRID3
* xyz -1 2
C -1.0864 0.8863 -2.5278
C -2.5110 0.4475 -1.9836
O -0.9025 2.2600 -2.2597
H -0.3358 0.3109 -2.0030
H -1.2265 0.6894 -3.5848
H -3.1343 1.2575 -2.3824
H -1.6411 2.7662 -2.5867
H -2.4666 0.6613 -0.9314
H -2.9086 -0.5173 -2.3241
C 0.2015 1.1375 2.4090
C 1.0501 -2.4911 1.4339
C 0.3260 -1.3665 1.9633
C 1.9204 -2.1854 0.4405
C 0.7093 -0.0716 1.6724
C 2.2183 -0.8954 -0.0106
C 1.5609 0.2327 0.5916
H 0.9367 -3.5003 1.8321
H -0.5024 -1.6413 2.6329
H 2.4208 -3.1109 0.0621
H 3.0245 -0.7656 -0.7165
H 0.6762 2.0967 2.1021
H 0.6171 1.1759 3.4377
H 1.8942 1.2525 0.3943
H -0.8408 1.3711 2.3387
*
```

As for the expectation value of S²: 0.761. The largest force on an atom is 2.805 eV/Å. The energy relative to the best compared isomer or geometry (same formula, charge and spin) comes out at 30.6 kcal per mole. The HOMO-LUMO gap (spin up / spin down) comes out at 2.4 / 6.6 eV.


Here is a 2-piece molecular cluster, C9H14O overall from the OMol25 dataset. Energies are from ωB97M-V/def2-TZVPD.

Structure (ORCA input):
```
! RIJCOSX wB97M-V def2-TZVPD def2/J DEFGRID3
* xyz -1 2
C 2.6038 0.6356 1.2813
C -1.3661 -0.5062 2.0825
C -1.1927 0.3198 0.9010
C -0.4059 -0.8536 3.0053
C 0.1581 0.6608 0.7664
C 0.9785 -0.5746 2.7565
C 1.1772 0.2177 1.6018
O -2.6386 -1.0416 2.3621
H -2.0654 0.6848 0.3795
H -3.2660 -0.3293 2.5508
H -0.7453 -1.4589 3.8416
H 0.4738 1.1178 -0.1679
H 1.7699 -1.1831 3.1523
H 3.0280 -0.1394 0.6355
H 3.2714 0.7714 2.1409
H 2.7656 1.6420 0.8580
C -0.5663 0.7517 -3.7548
C -0.5919 -0.6931 -3.2476
H 0.3766 1.1379 -4.1354
H -1.2697 0.7877 -4.5899
H -1.0064 1.4010 -2.9660
H -0.6181 -1.3420 -4.1307
H -1.2697 -1.0156 -2.4725
H 0.3992 -0.9907 -2.8507
*
```

As for the expectation value of S²: 0.762. The largest force on an atom is 2.827 eV/Å. The energy relative to the best compared isomer or geometry (same formula, charge and spin) comes out at 21.4 kcal per mole. The HOMO-LUMO gap (spin up / spin down) comes out at 2.9 / 6.8 eV.


Here is a 2-piece molecular cluster, C9H14O overall from the OMol25 dataset. Energies are from ωB97M-V/def2-TZVPD.

Structure (ORCA input):
```
! RIJCOSX wB97M-V def2-TZVPD def2/J DEFGRID3
* xyz 0 1
C -2.8059 0.2765 0.9351
C -1.5132 0.9388 0.4574
C -0.9424 1.9630 1.2306
C 0.2316 2.5173 0.7579
C 0.7552 2.1725 -0.4843
O 1.9404 2.7148 -0.8984
C 0.1375 1.2564 -1.3133
C -0.9980 0.6131 -0.7871
H -3.6208 0.6749 0.3356
H -2.9932 0.3437 2.0048
H -2.7315 -0.7972 0.7525
H -1.3859 2.1203 2.2030
H 0.8055 3.2023 1.3755
H 2.3662 3.1787 -0.1985
H 0.5709 0.8999 -2.2339
H -1.5123 -0.2341 -1.2249
C 1.9779 -3.1900 -0.0083
C 0.9265 -2.2998 -0.6852
H 2.9288 -2.9928 -0.4950
H 2.1167 -2.9528 1.0468
H 1.6905 -4.2398 -0.0140
H 1.3774 -1.4207 -1.1581
H 0.5311 -2.7258 -1.6131
H 0.1470 -2.0192 0.0148
*
```

The SMILES is Cc1ccc(O)cc1.CC. The largest force on an atom is 1.707 eV/Å. The energy relative to the best compared isomer or geometry (same formula, charge and spin) comes out at 12.7 kcal per mole. The HOMO-LUMO gap comes out at 9.3 eV.


Here is a 2-piece molecular cluster, C9H14O overall from the OMol25 dataset. Energies are from ωB97M-V/def2-TZVPD.

Structure (ORCA input):
```
! RIJCOSX wB97M-V def2-TZVPD def2/J DEFGRID3
* xyz 0 1
C -0.1178 -1.9355 2.7057
C 0.2992 -0.7189 1.8568
C -0.0375 0.5741 2.1108
C 0.5215 1.5805 1.4618
C 1.2125 1.4401 0.2351
O 1.3226 2.4498 -0.5127
C 1.3623 0.1520 -0.1159
C 0.9913 -0.9694 0.6838
H -0.3645 -1.6853 3.7364
H 0.7034 -2.7038 2.8517
H -1.0793 -2.4553 2.3941
H -0.9770 0.7310 2.7557
H 0.4063 2.6109 1.7559
H 2.1589 2.4613 -1.1659
H 1.8112 -0.1135 -1.0263
H 1.3037 -1.9611 0.4529
C -0.5857 0.1871 -2.0624
C -1.7540 0.0912 -3.0108
H 0.3753 0.0435 -2.5160
H -0.5916 1.0008 -1.3836
H -0.6630 -0.6322 -1.3957
H -1.9653 0.8562 -3.7931
H -2.8558 -0.1857 -2.4415
H -1.4768 -0.8177 -3.5768
*
```

The SMILES is Cc1ccc(O)cc1.CC. The largest force on an atom is 8.028 eV/Å. The energy relative to the best compared isomer or geometry (same formula, charge and spin) comes out at 59.9 kcal per mole. The HOMO-LUMO gap comes out at 8.9 eV.


Here is a 2-piece molecular cluster, C9H14O overall from the OMol25 dataset. Energies are from ωB97M-V/def2-TZVPD.

Structure (ORCA input):
```
! RIJCOSX wB97M-V def2-TZVPD def2/J DEFGRID3
* xyz 0 1
C -0.2883 1.6469 -1.2474
C -0.2403 1.0059 0.1137
C -0.2237 -0.3414 0.2984
C 0.4151 -0.8232 1.4359
C 0.9010 -0.0010 2.4730
O 1.7613 -0.5488 3.4157
C 0.3924 1.3615 2.4848
C -0.1962 1.7512 1.3214
H 0.7487 1.8771 -1.4187
H -1.0975 2.3105 -1.3379
H -0.5469 0.8849 -2.0822
H -0.2239 -1.1236 -0.4431
H 0.6898 -1.8348 1.7219
H 1.2213 -1.1434 3.9590
H 0.4604 2.0541 3.2532
H -0.4430 2.8256 1.2105
C -0.9917 -1.5685 -3.3330
C -1.1883 -1.6786 -4.8709
H 0.0932 -1.7844 -3.0552
H -1.2092 -0.6117 -2.8369
H -1.6397 -2.1961 -2.7253
H -0.2743 -1.2401 -5.2917
H -1.9179 -1.0372 -5.2336
H -1.4309 -2.7074 -5.1014
*
```

The SMILES is Cc1ccc(O)cc1.CC. The largest force on an atom is 3.819 eV/Å. The energy relative to the best compared isomer or geometry (same formula, charge and spin) comes out at 48.4 kcal per mole. The HOMO-LUMO gap comes out at 9.4 eV.


Here is a 2-piece molecular cluster, C9H14O overall from the OMol25 dataset. Energies are from ωB97M-V/def2-TZVPD.

Structure (ORCA input):
```
! RIJCOSX wB97M-V def2-TZVPD def2/J DEFGRID3
* xyz 0 1
C -2.0546 -1.5094 -2.1749
C -1.1450 -1.1870 -1.0129
C -1.7073 -0.9418 0.2440
C -0.9864 -1.0835 1.4308
C 0.3652 -1.3622 1.3671
C 1.0261 -1.5000 0.1323
C 0.2182 -1.4036 -1.0074
H -1.6565 -1.0046 -3.0600
H -3.1246 -1.2952 -2.1573
H -1.8427 -2.5686 -2.3028
H -2.7608 -0.6736 0.3036
H -1.5064 -1.1253 2.3669
H 1.0504 -1.3815 2.1947
H 2.0891 -1.7121 0.1181
H 0.7407 -1.4998 -1.9640
C 0.6128 2.2473 1.2642
C 1.6633 1.8483 0.2451
O 2.1909 2.9493 -0.5144
H 1.0770 3.0377 1.8593
H 0.6259 1.4962 2.0626
H -0.3720 2.4570 0.8344
H 2.5583 1.5263 0.8117
H 1.4327 1.0599 -0.4642
H 1.5056 3.6264 -0.5769
*
```

The SMILES is Cc1ccccc1.CCO. The largest force on an atom is 2.261 eV/Å. The energy relative to the best compared isomer or geometry (same formula, charge and spin) comes out at 25.3 kcal per mole. The HOMO-LUMO gap comes out at 10.0 eV.